1.
{
  "formula": "C18H40CuOP2Si",
  "method": "ωB97M-V/def2-TZVPD",
  "homo_ev": [-7.16, -8.36],
  "homo_lumo_gap_ev": [7.6, 8.5],
  "charge": 0,
  "relative_energy_kcal_mol": 0.00,
  "spin_multiplicity": 2,
  "elements": ["P", "P", "C", "C", "H", "H", "H", "H", "C", "H", "H", "H", "C", "H", "H", "H", "C", "H", "H", "H", "C", "H", "H", "H", "Cu", "C", "C", "C", "C", "C", "C", "C", "C", "C", "H", "H", "H", "H", "H", "H", "H", "H", "H", "H", "H", "H", "H", "H", "H", "C", "Si", "C", "C", "O", "H", "H", "H", "H", "H", "H", "H", "H", "H"],
  "positions_angstrom": [[-4.268531, -2.729603, -3.076526], [-2.539340, -5.042682, -1.626408], [-4.507038, -4.514663, -3.598047], [-4.141024, -5.500089, -2.490070], [-3.874594, -4.656918, -4.492087], [-5.562154, -4.630386, -3.895929], [-4.915964, -5.536574, -1.704081], [-4.003760, -6.516035, -2.896435], [-1.371732, -5.645363, -2.919418], [-0.358298, -5.637937, -2.498506], [-1.389568, -4.979116, -3.792354], [-1.633938, -6.665953, -3.230237], [-2.567480, -6.454748, -0.454581], [-2.586897, -7.409579, -0.996241], [-3.464752, -6.364189, 0.172593], [-1.676802, -6.397155, 0.182314], [-4.885433, -2.007972, -4.641011], [-4.874727, -0.915524, -4.546199], [-5.898269, -2.361561, -4.871625], [-4.196805, -2.304247, -5.444345], [-5.751504, -2.597658, -1.983091], [-5.605064, -3.185222, -1.066269], [-6.655563, -2.948209, -2.501938], [-5.876406, -1.543690, -1.702606], [-0.564392, 0.226967, -0.238529], [-0.439042, -1.981005, 0.561479], [0.279766, -2.013605, -0.603472], [-0.169764, -2.332079, -1.998873], [-0.755654, -1.146511, -2.825767], [-1.594704, -0.174094, -2.047905], [-2.453236, -0.485575, -0.996831], [-2.714033, -1.868600, -0.497381], [-1.909787, -2.206387, 0.768905], [-1.220136, 2.093735, -0.132245], [0.142335, -1.907735, 1.487071], [1.368392, -1.888425, -0.521299], [-0.861202, -3.190193, -2.001744], [0.719716, -2.696090, -2.543262], [0.100781, -0.595370, -3.248981], [-1.309533, -1.528405, -3.706903], [-1.639067, 0.843851, -2.454769], [-3.123498, 0.298868, -0.627282], [-2.440664, -2.592327, -1.279125], [-3.789161, -2.018396, -0.313213], [-2.269183, -1.562858, 1.581803], [-2.101183, -3.244164, 1.090499], [-1.149741, 2.389878, 0.918400], [-2.240333, 2.187726, -0.527988], [-0.494334, 2.632000, -0.763359], [0.983420, 2.310458, 2.580068], [1.965929, 1.561251, 1.144540], [2.487147, 3.012615, 0.019962], [3.527106, 0.772441, 1.855633], [1.235333, 0.401207, 0.317726], [1.607612, 3.033630, 3.120156], [0.701569, 1.524785, 3.291993], [0.071822, 2.834161, 2.282152], [3.223901, 3.636742, 0.542897], [2.957731, 2.631204, -0.898584], [1.640761, 3.649917, -0.271049], [3.250791, -0.005795, 2.574975], [4.097714, 0.287114, 1.054563], [4.190716, 1.479989, 2.360851]],
  "atomic_forces_ev_per_a": [[-0.2, -0.8, -0.6], [-0.8, -0.7, -0.3], [-0.1, 0.4, 0.0], [0.4, 0.0, 0.1], [-0.2, -0.1, 0.3], [0.3, -0.1, -0.1], [0.2, 0.0, -0.4], [-0.2, 0.2, 0.2], [0.1, -0.1, 0.2], [-0.1, 0.0, -0.2], [0.0, -0.1, 0.2], [0.1, 0.2, 0.0], [0.3, -0.1, 0.0], [0.0, 0.1, 0.2], [0.3, -0.1, -0.1], [-0.2, -0.2, 0.0], [-0.2, 0.2, 0.0], [-0.1, -0.2, -0.2], [0.2, 0.2, -0.1], [-0.2, 0.1, 0.2], [0.0, 0.2, -0.1], [0.0, 0.2, -0.2], [0.2, 0.1, 0.2], [-0.1, -0.2, 0.0], [0.8, 0.3, 0.4], [0.9, -0.8, -0.5], [-0.1, -0.4, 1.2], [-0.2, -0.6, -0.8], [0.6, -0.1, -0.1], [-1.6, -0.3, 0.4], [0.3, 0.6, -1.4], [0.3, -0.9, 0.0], [-0.4, 0.3, -0.3], [0.0, 0.4, 0.0], [-0.1, 0.3, -0.4], [-0.6, 0.2, 0.2], [0.2, 0.5, 0.0], [-0.3, 0.2, 0.2], [-0.3, 0.0, 0.2], [0.1, 0.1, 0.5], [0.1, -0.4, 0.3], [0.4, -0.2, -0.1], [-0.3, 0.6, 0.7], [0.3, 0.2, 0.0], [0.2, -0.1, 0.1], [0.1, 0.2, -0.2], [-0.2, 0.1, -0.4], [0.3, 0.1, 0.2], [-0.3, 0.0, 0.3], [0.1, -0.1, 0.1], [0.6, 0.7, -0.1], [0.0, -0.2, 0.1], [0.0, 0.1, 0.0], [-0.5, 0.1, -0.1], [0.0, -0.1, -0.1], [0.0, 0.1, 0.0], [0.2, 0.0, 0.0], [-0.1, 0.0, -0.1], [-0.1, 0.1, 0.2], [0.2, -0.1, 0.1], [0.0, 0.0, 0.0], [-0.1, 0.1, 0.1], [0.0, 0.0, 0.0]]
}

2.
{
  "formula": "C6H11N2",
  "method": "ωB97M-V/def2-TZVPD",
  "homo_ev": -14.10,
  "homo_lumo_gap_ev": 9.5,
  "charge": 1,
  "relative_energy_kcal_mol": 104.70,
  "smiles": "C[C@@H]1C(=[NH2+])N2C[C@]12C",
  "spin_multiplicity": 1,
  "elements": ["C", "C", "C", "N", "N", "C", "C", "C", "H", "H", "H", "H", "H", "H", "H", "H", "H", "H", "H"],
  "positions_angstrom": [[-0.652614, 1.510877, 0.497837], [-0.384970, 0.405703, -0.464051], [-1.345595, -0.731814, -0.391119], [-2.622527, -0.912456, -0.372676], [-0.041961, -1.811708, -0.044587], [0.577822, -1.215688, 1.176056], [0.834994, -0.513551, -0.195932], [2.128176, -0.573651, -0.946051], [0.343147, 1.927845, 0.696431], [-0.932973, 0.979342, 1.420134], [-1.474657, 2.198126, 0.115149], [-0.322267, 0.885556, -1.499585], [-3.382769, -0.193636, -0.394343], [-3.102473, -1.841280, -0.095830], [1.256478, -1.928691, 1.535448], [-0.054578, -0.671106, 1.781711], [2.057595, -0.273553, -2.015103], [2.754087, -1.466980, -0.691808], [2.780435, 0.228084, -0.426719]],
  "atomic_forces_ev_per_a": [[-0.6, 0.1, 0.8], [0.7, 0.3, -2.8], [2.7, -2.6, 1.6], [-1.4, -1.4, 1.0], [-3.5, 2.6, -1.8], [0.1, 1.1, -4.0], [-1.3, -2.3, 1.7], [1.6, 1.8, 1.4], [-0.6, 0.7, -0.1], [-0.3, 1.0, 0.1], [1.3, -0.6, 0.8], [-0.1, -1.0, 1.0], [1.4, -0.1, -0.4], [1.7, 1.5, -0.7], [1.0, -0.5, 0.7], [-0.9, 0.5, 1.8], [0.0, -0.7, 0.7], [-1.0, 0.4, -0.7], [-0.9, -0.8, -1.0]]
}